Density functional theory data (ωB97M-V/def2-TZVPD) for a 10-piece molecular cluster, C63H70F30N14O21S10 overall.

As for the highest occupied orbital energy: -0.54931 hartree. As for the LUMO energy: -8.55 eV. For the energy above the lowest of the compared OMol25 structures with the same formula, charge and spin, the calculation gives 0.000 eV.

The geometry in ORCA input format:
```
! wB97M-V def2-TZVPD RIJCOSX def2/J DEFGRID3
* xyz 4 1
C 1.022 -8.262 -5.077
N 0.624 -7.610 -3.827
C -0.622 -7.102 -3.587
C -0.944 -6.404 -2.419
C -0.010 -6.433 -1.400
C 1.294 -6.948 -1.596
C 1.482 -7.600 -2.828
C -0.481 -6.006 -0.048
C 0.414 -5.490 0.902
C 0.033 -5.323 2.246
N -1.241 -5.526 2.654
C -2.177 -5.940 1.739
C -1.795 -6.186 0.398
C -1.517 -5.254 4.055
H 2.044 -7.943 -5.281
H 0.549 -7.745 -5.911
H 0.818 -9.333 -5.047
H -1.253 -7.174 -4.460
H -1.933 -6.031 -2.200
H 1.946 -7.033 -0.739
H 2.417 -8.101 -3.028
H 1.469 -5.296 0.774
H 0.728 -4.870 2.938
H -3.162 -6.069 2.162
H -2.433 -6.728 -0.284
H -1.674 -4.177 4.116
H -0.628 -5.431 4.661
H -2.310 -5.929 4.377
C 5.353 1.438 6.172
N 4.743 2.468 5.283
C 5.276 3.760 5.353
C 4.609 4.709 4.639
C 3.514 4.430 3.850
C 3.014 3.139 3.830
C 3.644 2.118 4.600
C 2.922 5.435 3.037
C 1.945 6.225 3.612
C 1.286 7.175 2.885
N 1.519 7.294 1.583
C 2.445 6.605 0.916
C 3.244 5.680 1.644
C 0.860 8.372 0.777
H 4.832 1.616 7.112
H 6.401 1.673 6.360
H 5.199 0.457 5.722
H 6.181 3.991 5.895
H 4.904 5.747 4.592
H 2.148 2.979 3.205
H 3.222 1.125 4.649
H 1.687 6.108 4.654
H 0.545 7.860 3.270
H 2.493 6.642 -0.162
H 3.944 4.985 1.205
H -0.043 8.618 1.335
H 0.619 7.982 -0.211
H 1.523 9.237 0.764
C 8.961 -1.339 -1.882
N 7.667 -1.106 -2.438
C 6.502 -1.171 -1.692
C 5.207 -1.050 -2.266
C 5.198 -0.685 -3.631
C 6.388 -0.689 -4.399
C 7.577 -0.915 -3.815
C 3.921 -0.280 -4.280
C 2.720 -0.970 -4.103
C 1.534 -0.476 -4.679
N 1.544 0.616 -5.517
C 2.636 1.316 -5.670
C 3.877 0.811 -5.165
C 0.293 1.112 -6.169
H 8.938 -1.713 -0.858
H 9.544 -0.428 -2.014
H 9.496 -2.068 -2.491
H 6.649 -1.487 -0.670
H 4.346 -1.069 -1.615
H 6.320 -0.374 -5.429
H 8.480 -0.870 -4.406
H 2.764 -1.746 -3.353
H 0.560 -0.875 -4.434
H 2.402 2.141 -6.326
H 4.748 1.348 -5.511
H -0.506 0.473 -5.793
H 0.424 0.957 -7.240
H 0.129 2.150 -5.879
C -4.772 3.142 -1.636
N -5.390 2.976 -0.301
C -5.865 1.731 -0.054
C -6.325 1.476 1.230
C -6.248 2.432 2.270
C -5.719 3.674 1.972
C -5.313 3.969 0.645
C -6.762 2.120 3.632
C -7.637 2.927 4.371
C -8.151 2.518 5.580
N -7.887 1.271 6.052
C -6.982 0.464 5.340
C -6.443 0.849 4.135
C -8.355 0.866 7.399
H -5.473 2.800 -2.397
H -3.871 2.538 -1.533
H -4.472 4.186 -1.720
H -5.792 0.987 -0.833
H -6.699 0.490 1.462
H -5.727 4.434 2.740
H -4.868 4.896 0.315
H -7.937 3.916 4.060
H -8.761 3.167 6.190
H -6.660 -0.388 5.920
H -5.646 0.223 3.761
H -9.223 1.420 7.755
H -7.568 1.144 8.099
H -8.529 -0.204 7.519
C -0.120 0.629 -2.034
N -0.279 0.710 -0.494
C 0.875 1.577 0.106
C -1.590 1.411 -0.151
C -0.216 -0.734 0.190
C 0.779 -1.714 -0.451
O 2.093 -1.195 -0.723
H -0.418 1.595 -2.442
H -0.855 -0.049 -2.468
H 0.896 0.334 -2.296
H 0.527 1.642 1.137
H 1.040 2.458 -0.514
H 1.830 1.061 0.006
H -1.561 1.595 0.922
H -2.429 0.773 -0.431
H -1.545 2.309 -0.767
H -1.261 -1.029 0.093
H -0.087 -0.779 1.272
H 0.316 -2.203 -1.307
H 0.921 -2.482 0.310
H 2.649 -1.942 -0.489
C 4.750 2.908 -0.584
F 5.443 4.029 -0.488
F 5.571 1.868 -0.633
F 3.867 2.649 0.423
S 3.665 2.979 -2.273
O 4.712 3.180 -3.269
O 2.841 1.777 -2.240
N 2.763 4.384 -2.032
S 1.604 4.286 -3.065
O 1.884 3.746 -4.362
O 0.408 3.748 -2.394
C 1.179 6.191 -3.312
F 2.373 6.814 -3.606
F 0.306 6.277 -4.320
F 0.638 6.684 -2.142
C 4.220 -1.249 2.088
F 4.487 -1.123 3.346
F 3.239 -0.375 1.752
F 5.295 -0.882 1.384
S 3.769 -3.117 1.739
O 4.844 -3.919 2.299
O 2.493 -3.334 2.408
N 3.580 -3.117 0.009
S 4.329 -4.400 -0.340
O 5.758 -4.178 -0.185
O 3.755 -5.634 0.203
C 3.998 -4.591 -2.235
F 2.678 -4.400 -2.464
F 4.669 -3.659 -2.878
F 4.418 -5.759 -2.665
C -3.490 0.887 -5.401
F -2.983 0.455 -6.555
F -2.657 1.821 -4.994
F -4.763 1.322 -5.642
S -3.574 -0.526 -4.062
O -3.499 0.241 -2.798
O -4.850 -1.369 -4.206
N -2.054 -1.264 -4.415
S -2.382 -2.757 -4.723
O -3.026 -3.457 -3.625
O -3.124 -2.925 -6.019
C -0.699 -3.505 -4.987
F 0.092 -3.220 -3.973
F -0.761 -4.837 -5.256
F -0.180 -2.799 -6.079
C -4.450 -2.855 3.739
F -4.636 -4.149 3.852
F -5.478 -2.144 4.215
F -3.469 -2.455 4.592
S -4.110 -2.323 1.921
O -4.615 -0.973 1.696
O -2.637 -2.515 1.806
N -5.076 -3.470 1.036
S -4.592 -3.171 -0.491
O -4.247 -1.823 -0.880
O -3.566 -4.147 -0.912
C -6.236 -3.382 -1.472
F -6.845 -4.537 -1.079
F -7.037 -2.221 -1.382
F -5.995 -3.467 -2.794
C -1.377 4.831 1.255
F -2.307 4.342 0.445
F -0.158 4.490 0.900
F -1.392 6.209 1.252
S -1.588 4.213 3.051
O -0.837 5.134 3.926
O -3.022 4.243 3.218
N -0.928 2.626 3.138
S -1.584 2.021 4.331
O -1.125 2.657 5.586
O -3.038 1.765 4.228
C -0.820 0.252 4.423
F -1.270 -0.275 5.514
F -1.177 -0.567 3.448
F 0.529 0.313 4.437
*
```